{
  "formula": "C12H24AsBeN2STe",
  "method": "wB97M-V/def2-TZVPD",
  "elements": ["Be", "N", "C", "C", "C", "N", "H", "H", "H", "H", "H", "H", "H", "H", "H", "H", "C", "As", "C", "C", "S", "H", "H", "H", "H", "H", "H", "H", "H", "H", "Te", "C", "C", "C", "C", "C", "C", "H", "H", "H", "H", "H"],
  "xyz": [[0.670692, -0.108274, 0.607934], [0.675084, -0.253909, 2.411229], [-0.150734, 0.695939, 3.202723], [0.146173, 2.131193, 2.797176], [-0.341859, 2.429324, 1.387244], [0.482292, 1.698694, 0.389655], [0.436740, -1.202490, 2.692990], [1.648821, -0.133489, 2.687018], [0.030953, 0.556994, 4.269025], [-1.199849, 0.476862, 3.002184], [1.223723, 2.320719, 2.864638], [-0.343374, 2.807077, 3.497710], [-0.310846, 3.503035, 1.196838], [-1.374923, 2.094150, 1.278606], [1.421461, 2.092924, 0.392912], [0.103446, 1.890719, -0.534629], [4.827748, -1.049177, -2.092477], [2.925487, -1.110823, -1.803097], [2.472255, -2.934964, -2.235134], [2.174148, 0.055482, -3.147846], [2.747054, -0.442122, 0.202188], [5.084859, -1.366303, -3.101803], [5.301311, -1.712439, -1.370669], [5.184881, -0.035919, -1.921792], [2.839700, -3.096953, -3.249230], [1.404271, -3.121912, -2.197114], [2.996123, -3.594494, -1.546460], [2.568230, -0.279962, -4.107849], [2.502611, 1.075681, -2.959093], [1.089625, -0.000389, -3.153878], [-0.775284, -1.377900, -0.734669], [-2.709225, -0.648402, -0.227507], [-3.596594, -0.329665, -1.248534], [-4.891398, 0.072793, -0.954390], [-5.313528, 0.160469, 0.364433], [-4.430741, -0.154407, 1.386822], [-3.137273, -0.560644, 1.091689], [-3.273859, -0.395103, -2.280350], [-5.567730, 0.314767, -1.763955], [-6.326041, 0.466623, 0.590898], [-4.750556, -0.101336, 2.420034], [-2.463870, -0.832389, 1.896520]],
  "forces_ev_per_angstrom": [[0.0, 0.6, 0.3], [0.0, 0.0, -0.1], [0.0, 0.2, 0.0], [0.0, -0.2, -0.2], [0.0, 0.0, 0.2], [0.0, -0.1, 0.1], [0.0, -0.1, -0.2], [0.0, 0.0, 0.1], [0.0, -0.1, 0.0], [0.0, 0.0, 0.0], [0.0, 0.1, 0.1], [0.0, 0.0, 0.0], [0.0, 0.0, -0.1], [0.0, 0.0, -0.1], [0.0, 0.0, 0.0], [0.0, -0.2, -0.1], [0.0, 0.0, 0.0], [0.5, 0.0, -0.6], [0.0, 0.1, 0.1], [0.0, -0.1, 0.0], [-0.2, -0.1, 0.2], [-0.1, 0.0, 0.0], [0.0, 0.0, 0.0], [0.0, 0.0, 0.0], [0.0, 0.0, 0.0], [-0.1, 0.1, 0.1], [0.0, 0.0, 0.0], [0.0, 0.0, 0.0], [0.0, 0.0, 0.1], [0.0, -0.1, 0.1], [-0.1, -0.1, 0.1], [0.2, 0.0, -0.1], [0.1, 0.0, -0.1], [0.0, 0.0, 0.0], [0.0, 0.0, 0.0], [0.0, 0.0, 0.1], [0.1, 0.0, 0.1], [0.0, 0.0, 0.0], [0.0, 0.0, 0.0], [0.0, 0.0, 0.0], [0.0, 0.0, 0.0], [-0.1, -0.1, 0.0]],
  "largest_force_ev_per_a": 0.8,
  "total_charge": 1,
  "lumo_energy_ev": -2.46,
  "orbital_gap_ha": 0.2823
}



{
  "formula": "C33H38N6OPdS3",
  "method": "wB97M-V/def2-TZVPD",
  "elements": ["Pd", "C", "N", "C", "C", "N", "C", "C", "C", "C", "C", "C", "C", "S", "C", "C", "C", "C", "C", "C", "S", "H", "H", "H", "H", "H", "H", "H", "H", "H", "H", "H", "H", "H", "H", "H", "H", "H", "H", "C", "C", "C", "C", "N", "C", "N", "N", "N", "H", "H", "H", "H", "H", "H", "H", "H", "H", "H", "O", "S", "C", "C", "C", "C", "C", "C", "C", "C", "C", "C", "C", "C", "H", "H", "H", "H", "H", "H", "H", "H", "H", "H"],
  "xyz": [[0.489856, -0.446735, -0.324764], [0.649534, 1.141190, 2.435205], [1.536872, 0.283079, 1.610180], [1.747497, -1.009247, 2.316918], [2.301919, -2.099945, 1.418774], [1.311158, -2.467783, 0.381514], [0.263752, -3.360700, 0.945280], [1.862553, -3.107632, -0.788266], [3.003516, -3.876170, -0.734569], [3.425828, -4.580844, -1.864690], [2.693704, -4.552389, -3.046762], [1.546670, -3.792930, -3.114648], [1.132505, -3.016340, -2.009384], [-0.156510, -1.927469, -2.207823], [2.805793, 0.935670, 1.341790], [3.484467, 1.579345, 2.355417], [4.712900, 2.195928, 2.119473], [5.294688, 2.172152, 0.855266], [4.641541, 1.531477, -0.169123], [3.385431, 0.904960, 0.041867], [2.655785, 0.161817, -1.290918], [0.989148, 1.183546, 3.472225], [-0.352147, 0.720576, 2.406845], [0.614953, 2.135838, 2.003518], [0.773323, -1.301794, 2.711750], [2.410245, -0.863728, 3.176285], [2.562613, -2.968234, 2.032753], [3.213145, -1.764949, 0.921015], [0.692645, -4.343327, 1.157362], [-0.553868, -3.465298, 0.234444], [-0.124810, -2.933179, 1.864869], [3.566605, -3.968667, 0.183429], [4.321842, -5.183857, -1.802272], [3.020920, -5.121748, -3.904643], [0.964077, -3.746653, -4.024998], [3.066771, 1.617954, 3.351631], [5.216046, 2.695379, 2.936558], [6.247792, 2.651367, 0.683410], [5.069318, 1.495838, -1.162169], [1.263110, 5.964961, -2.853278], [0.635853, 4.968013, -3.819918], [1.617800, 3.871204, -4.219644], [-0.678644, 4.380001, -3.306711], [-0.479795, 3.357633, -2.265355], [-0.575154, 2.033674, -2.345418], [-0.268919, 1.526554, -1.172997], [0.049654, 2.578290, -0.383301], [-0.087063, 3.671633, -1.025654], [2.161367, 6.395805, -3.294771], [1.546248, 5.491948, -1.912880], [0.580243, 6.783353, -2.624396], [0.345235, 5.509515, -4.725789], [1.992803, 3.339505, -3.339674], [2.478120, 4.302594, -4.728426], [1.169044, 3.140261, -4.896525], [-1.208756, 3.869327, -4.110924], [-1.339777, 5.134025, -2.882604], [-0.882231, 1.494890, -3.225292], [-1.563732, -0.561035, 0.604332], [-2.222987, -1.262219, 1.788838], [-3.284102, -2.492508, 1.065226], [-3.442026, -2.535265, -0.310036], [-4.255853, -3.519286, -0.857325], [-4.892216, -4.434616, -0.032175], [-4.719765, -4.377308, 1.345960], [-3.907577, -3.405532, 1.905895], [-3.387214, -0.105089, 2.433194], [-4.216677, 0.605348, 1.570414], [-5.111673, 1.509927, 2.108551], [-5.177229, 1.689048, 3.488736], [-4.346910, 0.974285, 4.335831], [-3.434171, 0.069176, 3.807226], [-2.945947, -1.802510, -0.931706], [-4.397099, -3.566774, -1.928590], [-5.526822, -5.196827, -0.462623], [-5.218097, -5.093001, 1.985190], [-3.770481, -3.358488, 2.979461], [-4.154021, 0.447889, 0.501425], [-5.767598, 2.071400, 1.457724], [-5.885573, 2.394025, 3.902417], [-4.406050, 1.120324, 5.405335], [-2.773396, -0.490649, 4.457510]],
  "forces_ev_per_angstrom": [[-0.2, -0.1, 0.0], [0.0, 0.0, 0.0], [0.0, 0.1, 0.0], [0.0, 0.0, 0.0], [0.0, -0.1, 0.0], [0.0, 0.0, 0.0], [0.0, 0.0, 0.0], [0.0, 0.0, 0.0], [0.0, 0.0, -0.1], [0.0, 0.0, 0.0], [0.0, 0.0, 0.0], [0.0, 0.0, 0.0], [0.2, -0.1, 0.1], [0.0, 0.1, -0.1], [0.0, 0.0, 0.0], [0.0, 0.0, 0.0], [0.0, 0.0, 0.0], [0.0, 0.0, 0.0], [0.0, 0.0, 0.0], [0.1, 0.1, 0.2], [-0.1, -0.1, -0.1], [0.0, 0.0, 0.0], [0.0, 0.0, 0.0], [0.0, 0.0, 0.0], [0.0, 0.0, 0.0], [0.0, 0.0, 0.0], [0.0, 0.0, 0.0], [0.0, 0.0, 0.0], [0.0, 0.0, 0.0], [0.0, 0.0, 0.0], [0.0, 0.0, 0.0], [0.0, 0.0, 0.0], [0.0, 0.0, 0.0], [0.0, 0.0, 0.0], [0.0, 0.0, 0.0], [0.0, 0.0, 0.0], [0.0, 0.0, 0.0], [0.0, 0.0, 0.0], [0.0, 0.0, 0.0], [0.0, 0.0, 0.0], [0.0, 0.0, -0.1], [0.0, 0.0, 0.0], [-0.1, -0.2, 0.1], [0.0, 0.1, 0.0], [-0.2, -0.1, -0.1], [0.4, 0.1, 0.2], [-0.1, 0.0, 0.0], [0.0, 0.1, 0.0], [0.0, 0.0, 0.0], [0.0, 0.0, 0.0], [0.0, 0.0, 0.0], [0.0, 0.0, 0.0], [0.0, 0.0, 0.0], [0.0, 0.0, 0.0], [0.0, 0.0, 0.0], [0.0, 0.0, 0.0], [0.1, 0.0, 0.0], [0.0, 0.0, 0.0], [-0.1, -0.1, 0.1], [0.2, 0.0, -0.1], [-0.1, 0.0, 0.0], [-0.1, 0.0, 0.0], [0.0, 0.0, 0.0], [0.0, 0.0, 0.0], [0.0, 0.0, 0.0], [0.0, 0.0, 0.0], [-0.2, 0.1, -0.1], [0.0, 0.0, 0.1], [0.0, 0.0, 0.0], [0.0, 0.0, 0.0], [0.0, 0.0, 0.0], [0.0, 0.0, 0.0], [0.0, 0.0, 0.0], [0.0, 0.0, 0.0], [0.0, 0.0, 0.0], [0.0, 0.0, 0.0], [0.0, 0.0, 0.0], [0.0, 0.0, 0.0], [0.0, 0.0, 0.0], [0.0, 0.0, 0.0], [0.0, 0.0, 0.0], [0.0, 0.0, 0.0]],
  "largest_force_ev_per_a": 0.4,
  "total_charge": 2,
  "lumo_energy_ev": [-4.35, -7.98],
  "orbital_gap_ha": [0.3350, 0.2160],
  "spin_multiplicity": 5,
  "relative_energy_kj_mol": 2.4
}



{
  "formula": "C2H3FNO2",
  "method": "wB97M-V/def2-TZVPD",
  "elements": ["C", "C", "N", "O", "O", "F", "H", "H", "H"],
  "xyz": [[-2.446999, -0.385523, -0.398574], [0.386947, 0.116208, -0.638443], [0.296067, -0.670958, 0.393744], [-2.318997, 0.386212, -1.315900], [-2.642089, -1.536240, -0.169564], [-2.381713, 0.441310, 1.001174], [1.240409, -0.178563, -1.203914], [-0.396384, 0.817933, -0.845873], [-0.518317, -0.366467, 0.903567]],
  "forces_ev_per_angstrom": [[-0.8, 0.8, 0.4], [0.2, -2.6, 2.8], [0.5, 1.5, -1.4], [-0.1, 0.3, -0.2], [-0.1, -0.9, 0.3], [0.1, -0.3, -0.7], [0.5, 0.7, -1.3], [0.2, 0.6, -0.5], [-0.6, -0.1, 0.6]],
  "largest_force_ev_per_a": 3.8,
  "total_charge": -1,
  "lumo_energy_ev": 4.44,
  "orbital_gap_ha": 0.3641,
  "relative_energy_kj_mol": 50.9
}



{
  "formula": "C16H42FNO15S5",
  "method": "wB97M-V/def2-TZVPD",
  "elements": ["C", "C", "C", "O", "C", "N", "S", "O", "O", "F", "H", "H", "H", "H", "H", "H", "H", "H", "H", "H", "O", "S", "O", "O", "C", "C", "C", "H", "H", "H", "H", "H", "H", "H", "H", "O", "S", "O", "O", "C", "C", "C", "H", "H", "H", "H", "H", "H", "H", "H", "O", "S", "O", "O", "C", "C", "C", "H", "H", "H", "H", "H", "H", "H", "H", "O", "S", "O", "O", "C", "C", "C", "H", "H", "H", "H", "H", "H", "H", "H"],
  "xyz": [[-1.603685, -2.278770, -1.270146], [-3.099874, -1.762989, -1.761681], [-3.697419, -2.577042, -3.053042], [-3.948675, -4.008849, -2.828945], [-3.348619, -4.828606, -3.933991], [-1.969634, -5.221901, -3.448465], [-0.691405, -4.668468, -4.501599], [-1.004438, -4.745883, -6.014759], [-0.359369, -3.159243, -4.195357], [0.741092, -5.554402, -4.080904], [-1.291950, -3.318493, -1.731731], [-0.734567, -1.521046, -1.555335], [-1.626941, -2.444633, -0.092433], [-3.845547, -1.693200, -0.840802], [-2.939913, -0.633562, -2.109594], [-3.039213, -2.351410, -4.022672], [-4.758784, -2.089111, -3.295568], [-3.371422, -4.285224, -4.971511], [-4.045229, -5.789476, -4.058533], [-1.896318, -6.237268, -3.209024], [-2.833290, 1.630652, -3.817841], [-2.131475, 2.779678, -3.288252], [-2.257083, 3.186188, -1.904203], [-2.427550, 4.068539, -4.240266], [-3.776925, 4.434760, -4.491163], [-4.388258, 5.150230, -3.300725], [-0.405174, 2.614331, -3.664426], [-4.370682, 3.559352, -4.774989], [-3.770836, 5.113475, -5.350202], [-4.491336, 4.474969, -2.445943], [-5.381463, 5.534758, -3.547911], [-3.752917, 5.982157, -2.980297], [-0.295737, 2.350051, -4.718450], [0.002632, 1.821018, -3.034336], [0.097164, 3.558278, -3.444945], [1.812422, -8.950018, -0.199509], [0.694533, -8.822554, -1.109097], [-0.564055, -8.233497, -0.702174], [0.396624, -10.271953, -1.791479], [0.169981, -11.389987, -0.945010], [-1.225993, -11.362062, -0.350666], [1.247770, -7.992672, -2.576812], [0.933167, -11.445025, -0.161453], [0.276194, -12.287308, -1.563212], [-1.341597, -10.524338, 0.343675], [-1.432159, -12.285118, 0.197861], [-1.979013, -11.237350, -1.135421], [2.175165, -8.457327, -2.918606], [1.423627, -6.944556, -2.325429], [0.470517, -8.066361, -3.339700], [1.948979, 3.948061, 1.387532], [0.997694, 4.392391, 2.382970], [0.112516, 3.471618, 3.065065], [0.108812, 5.609162, 1.762881], [-0.579291, 5.395186, 0.538705], [-1.830252, 4.561028, 0.743756], [1.859375, 5.344955, 3.607344], [0.083265, 4.939549, -0.204840], [-0.866367, 6.379787, 0.155576], [-1.577545, 3.539583, 1.043829], [-2.414976, 4.506270, -0.178479], [-2.453698, 4.985781, 1.537061], [2.498638, 6.073708, 3.104305], [2.467355, 4.659319, 4.201421], [1.128752, 5.843233, 4.247235], [3.894097, 5.332874, 5.810619], [4.422584, 6.235186, 6.810522], [4.965449, 7.532330, 6.465076], [5.513039, 5.438408, 7.722228], [6.598361, 4.789551, 7.074972], [7.659825, 5.783301, 6.640782], [3.197670, 6.463924, 8.073940], [6.244559, 4.192336, 6.227858], [7.035505, 4.095149, 7.799781], [7.284221, 6.440490, 5.850667], [8.542188, 5.264584, 6.256351], [7.958003, 6.422552, 7.477968], [2.811352, 5.487485, 8.374125], [2.393293, 7.073752, 7.657103], [3.654256, 6.979711, 8.920724]],
  "forces_ev_per_angstrom": [[0.1, -0.5, 0.5], [0.9, 0.7, -0.2], [-0.9, 2.3, -0.2], [1.7, -0.1, -2.9], [-2.1, 0.1, 0.6], [1.3, -0.7, -1.6], [0.7, 6.5, -3.8], [1.1, -1.4, 5.6], [-1.2, -6.6, -0.1], [-3.3, 1.2, -0.7], [-0.9, 2.2, 0.9], [-2.0, -1.6, 0.7], [0.2, 0.5, -2.5], [1.5, -0.5, -2.1], [-0.6, -2.5, 0.5], [-1.1, -0.7, 2.3], [2.2, -1.0, 0.5], [0.4, -0.9, 2.2], [1.8, 2.0, 0.6], [0.2, 1.1, -0.3], [0.2, 0.9, 0.7], [0.2, 0.3, -0.3], [-0.2, -0.6, -1.2], [0.9, -0.9, 0.5], [-1.1, 0.4, 0.0], [0.0, -0.1, 0.4], [0.0, 0.1, -0.2], [0.2, 0.0, 0.1], [0.3, -0.2, 0.1], [0.0, 0.1, -0.1], [0.1, 0.0, -0.1], [-0.1, -0.1, -0.1], [-0.1, 0.1, 0.2], [-0.2, 0.1, 0.0], [-0.1, -0.1, 0.0], [-1.2, 0.0, -0.4], [0.1, -0.3, -0.3], [1.0, -0.4, 0.0], [0.4, 1.3, -0.1], [-0.4, -0.9, 0.7], [-0.2, 0.3, 0.2], [0.0, -0.2, 0.0], [0.0, 0.2, -0.1], [0.1, 0.4, -0.1], [0.0, -0.1, -0.1], [0.1, 0.0, -0.1], [0.1, -0.1, 0.1], [-0.2, 0.0, 0.1], [-0.1, -0.3, 0.1], [0.1, 0.0, 0.2], [-0.9, 0.0, 0.5], [-0.2, 0.5, 0.2], [0.8, 0.5, -0.8], [1.0, -0.4, 0.8], [-0.8, -0.4, -0.8], [-0.2, -0.2, 0.1], [-0.1, 0.0, -0.2], [0.1, 0.0, 0.2], [0.3, 0.0, 0.3], [0.0, 0.1, -0.1], [0.2, 0.1, 0.2], [0.1, 0.1, -0.1], [-0.1, -0.2, 0.1], [-0.2, 0.1, -0.2], [0.1, -0.1, -0.1], [0.7, 0.8, 0.5], [0.4, 0.1, 0.6], [-0.5, -1.2, -0.1], [-1.4, 0.6, -0.1], [1.0, -0.4, -0.6], [0.0, 0.3, -0.2], [0.1, -0.2, 0.1], [-0.1, 0.1, 0.1], [-0.4, 0.2, 0.1], [0.1, -0.1, 0.1], [-0.1, 0.0, 0.1], [0.0, -0.2, -0.1], [0.1, 0.1, -0.1], [0.2, -0.1, -0.1], [0.0, -0.1, -0.2]],
  "largest_force_ev_per_a": 7.6,
  "smiles": "CCCOCNS(=O)(=O)F.CCOS(C)(=O)=O.CCOS(C)(=O)=O.CCOS(C)(=O)=O.CCOS(C)(=O)=O",
  "lumo_energy_ev": -0.93,
  "orbital_gap_ha": 0.3375
}



{
  "formula": "C10H17BrCeCl2O2",
  "method": "wB97M-V/def2-TZVPD",
  "elements": ["C", "C", "C", "C", "C", "C", "C", "C", "C", "C", "Ce", "Cl", "Cl", "O", "H", "H", "H", "H", "H", "H", "H", "H", "H", "H", "H", "H", "H", "H", "H", "H", "O", "H", "Br"],
  "xyz": [[-0.365789, 0.346441, -1.378473], [0.544260, 1.396611, -1.081791], [0.319336, 1.808798, 0.259932], [1.571735, 1.932149, -1.994306], [-0.759064, 1.041861, 0.780206], [-1.171886, 0.124906, -0.228288], [-2.234866, -0.887300, -0.109816], [-0.431081, -0.368031, -2.668567], [1.109341, 2.825020, 0.976024], [-1.348477, 1.205273, 2.119456], [1.140263, -3.036621, 0.958023], [3.035385, -0.496798, 0.134497], [1.237828, -3.388866, -1.647636], [0.287781, -1.643641, 2.303515], [1.895958, 1.169239, -2.708278], [2.455324, 2.263631, -1.442571], [1.195411, 2.788331, -2.570038], [2.183244, 2.646303, 0.833665], [0.898874, 2.774425, 2.046177], [0.878841, 3.842660, 0.630226], [-0.568013, 1.480972, 2.841467], [-1.798639, 0.262016, 2.441430], [-2.129587, 1.985378, 2.119283], [-2.409323, -1.126637, 0.947439], [-1.945977, -1.817381, -0.625980], [-3.180156, -0.522544, -0.552020], [0.576088, -0.646592, -3.004748], [-0.916091, 0.236701, -3.449791], [-0.996222, -1.292973, -2.555829], [-0.173501, -1.724744, 3.157660], [-0.653483, -4.006376, 0.896959], [-1.162507, -4.591289, 0.311390], [2.914993, -4.580921, 2.260784]],
  "forces_ev_per_angstrom": [[0.4, 1.0, 1.0], [-1.1, -0.6, 0.8], [-1.0, -0.9, -0.9], [0.3, 0.1, -0.2], [0.8, 0.1, -1.3], [1.2, 0.7, 0.0], [-0.4, -0.3, 0.0], [0.0, -0.2, -0.2], [0.3, 0.2, 0.2], [-0.1, 0.0, 0.3], [-0.4, 3.9, -1.0], [-0.4, -1.3, 0.5], [0.0, -0.3, 0.3], [0.5, -1.2, 0.3], [0.1, 0.0, 0.0], [0.1, 0.0, 0.0], [0.1, 0.2, -0.2], [0.0, 0.1, 0.1], [0.1, 0.1, 0.1], [0.1, 0.2, 0.1], [-0.2, 0.0, 0.1], [-0.1, 0.1, 0.2], [0.0, -0.1, 0.3], [-0.1, -0.1, -0.2], [-0.3, 0.1, 0.1], [-0.1, -0.3, 0.1], [-0.1, 0.0, -0.2], [0.0, -0.1, -0.2], [-0.1, -0.1, -0.2], [0.2, 0.1, -0.7], [-0.6, -1.1, -0.1], [0.4, 0.5, 0.3], [0.5, -0.7, 0.5]],
  "largest_force_ev_per_a": 4.0,
  "total_charge": -2,
  "lumo_energy_ev": [4.47, 4.47],
  "orbital_gap_ha": [0.1366, 0.1367]
}